No. 1
The following is a quantum chemistry calculation of one molecule with the formula C3H8N2 at a distorted geometry, from OMol25.

Results
* electronic energy: -6219.79092 eV
* HOMO energy: -8.48 eV
* structure (SMILES): [H]/N=C/NCC

```
! RIJCOSX wB97M-V def2-TZVPD def2/J DEFGRID3
* xyz 0 1
H 3.209 0.520 -0.335
N 2.244 0.636 -0.036
C 1.378 -0.317 -0.200
N 0.125 0.218 -0.072
C -0.988 -0.649 0.208
C -2.332 0.141 0.085
H 1.526 -1.300 -0.559
H 0.046 1.210 0.197
H -0.913 -0.981 1.337
H -0.866 -1.456 -0.441
H -2.320 0.624 -0.975
H -2.429 0.887 0.950
H -3.180 -0.533 0.028
*
```

Want to see where the charge sits? The Löwdin charges in e are: atom 1 (H): 0.02, atom 2 (N): 0.04, atom 3 (C): -0.29, atom 4 (N): -0.07, atom 5 (C): -0.29, atom 6 (C): -0.10, atom 7 (H): 0.11, atom 8 (H): 0.14, atom 9 (H): 0.14, atom 10 (H): 0.08, atom 11 (H): 0.10, atom 12 (H): 0.09, atom 13 (H): 0.05

No. 2
The following is a quantum chemistry calculation of C9H10N as an isolated structure at a distorted geometry, from OMol25.

Results
* electronic energy: -10975.57634 eV
* HOMO energy: -13.58 eV

```
! RIJCOSX wB97M-V def2-TZVPD def2/J DEFGRID3
* xyz 1 1
C -1.874 -1.049 2.220
C -2.375 -0.735 0.957
C -0.499 -1.015 2.415
C -1.535 -0.437 -0.051
C 0.275 -0.614 1.356
C 2.413 1.910 -1.602
C 0.337 -0.314 -2.293
C 1.832 1.124 -0.675
C 0.832 0.185 -1.200
N -0.253 -0.329 0.206
H -2.520 -1.105 3.138
H -3.470 -0.661 0.769
H 0.046 -1.233 3.287
H -2.020 -0.335 -1.028
H 1.324 -0.619 1.599
H 3.014 2.671 -1.126
H 2.269 2.036 -2.651
H -0.610 -0.717 -2.452
H 0.687 0.044 -3.245
H 2.127 1.192 0.377
*
```

Want to see where the charge sits? The Löwdin charges in e are: atom 1 (C): 0.01, atom 2 (C): -0.02, atom 3 (C): 0.00, atom 4 (C): -0.07, atom 5 (C): -0.07, atom 6 (C): 0.08, atom 7 (C): 0.09, atom 8 (C): -0.11, atom 9 (C): -0.06, atom 10 (N): 0.06, atom 11 (H): 0.15, atom 12 (H): 0.14, atom 13 (H): 0.11, atom 14 (H): 0.15, atom 15 (H): 0.14, atom 16 (H): 0.08, atom 17 (H): 0.08, atom 18 (H): 0.06, atom 19 (H): 0.10, atom 20 (H): 0.11

No. 3
The following is a quantum chemistry calculation of C46H94O28S6V as an isolated structure at a distorted geometry, from OMol25.

Results
* electronic energy: -197249.23900 eV
* HOMO energy (spin up / spin down): -5.95 / -7.63 eV

```
! RIJCOSX wB97M-V def2-TZVPD def2/J DEFGRID3
* xyz 0 4
V 10.967 11.564 18.911
C 14.632 13.077 17.479
C 13.214 13.551 16.983
C 13.124 13.538 15.454
O 12.168 12.821 17.556
H 15.402 13.841 17.366
H 15.082 12.128 17.186
H 14.584 13.011 18.566
H 13.255 14.607 17.248
H 13.901 14.120 14.958
H 12.108 13.721 15.102
H 13.360 12.508 15.187
C 11.193 10.563 23.022
C 11.065 11.068 21.553
O 11.875 11.800 21.012
O 10.111 10.699 20.880
H 12.235 10.404 23.300
H 10.533 9.710 23.175
H 10.890 11.376 23.682
C 8.679 14.940 17.302
S 8.731 14.254 19.044
O 9.180 12.775 18.785
C 10.211 15.139 19.699
H 8.192 15.893 17.509
H 8.074 14.311 16.648
H 9.670 15.100 16.879
H 10.039 16.214 19.737
H 10.968 14.777 19.004
H 10.469 14.756 20.686
C 16.104 11.670 14.514
S 16.374 12.199 12.795
O 16.680 10.885 12.001
C 14.656 12.652 12.363
H 15.967 12.595 15.075
H 17.005 11.169 14.869
H 15.241 11.010 14.438
H 13.909 12.145 12.973
H 14.469 12.207 11.386
H 14.530 13.730 12.269
C 13.989 9.248 11.904
S 12.298 9.841 11.430
O 11.956 11.094 12.259
C 12.782 10.542 9.728
H 14.325 9.372 12.934
H 14.756 9.784 11.345
H 14.005 8.167 11.767
H 12.051 11.252 9.343
H 12.989 9.710 9.055
H 13.703 11.123 9.684
C 10.426 10.325 15.053
S 9.036 9.941 16.182
O 9.554 10.555 17.503
C 7.861 11.280 15.600
H 10.984 9.432 14.774
H 11.034 11.089 15.538
H 10.139 10.754 14.092
H 8.417 12.191 15.379
H 7.050 11.534 16.283
H 7.346 11.034 14.671
C 13.727 9.618 16.473
S 13.505 9.312 18.255
O 12.043 9.849 18.423
C 13.373 7.490 18.341
H 12.918 9.028 16.042
H 14.627 9.192 16.032
H 13.592 10.678 16.256
H 14.271 6.909 18.133
H 12.550 7.131 17.722
H 12.972 7.216 19.317
C 15.141 10.407 21.000
S 16.936 10.700 20.605
O 17.916 9.820 21.467
C 16.837 10.071 18.798
H 15.051 10.782 22.020
H 15.021 9.325 21.062
H 14.388 10.966 20.443
H 17.761 10.228 18.240
H 16.036 10.674 18.371
H 16.671 8.998 18.705
C 11.748 18.665 20.438
O 12.298 18.054 19.257
C 13.649 17.791 19.216
O 14.418 17.663 20.184
O 14.130 17.775 17.936
C 15.540 17.712 17.709
H 12.169 19.664 20.553
H 12.002 17.961 21.230
H 10.669 18.809 20.380
H 16.078 18.440 18.316
H 15.796 17.988 16.687
H 15.988 16.737 17.901
C 14.763 14.186 22.182
O 15.856 15.155 21.924
C 16.675 15.437 22.919
O 16.824 14.760 23.953
O 17.190 16.623 22.617
C 18.122 17.245 23.541
H 15.212 13.258 22.537
H 14.116 14.082 21.311
H 14.148 14.536 23.011
H 18.409 18.139 22.988
H 19.055 16.740 23.792
H 17.654 17.543 24.479
C 14.282 16.731 14.707
O 13.146 17.295 14.042
C 13.292 18.019 12.912
O 14.353 18.262 12.376
O 12.093 18.607 12.600
C 12.082 19.807 11.844
H 14.709 15.885 14.169
H 13.984 16.424 15.710
H 15.040 17.514 14.732
H 11.203 20.031 11.239
H 12.987 19.946 11.253
H 12.231 20.498 12.673
O 8.638 12.267 12.545
C 9.442 13.246 12.527
O 9.713 14.036 13.636
C 10.380 15.251 13.241
C 10.141 15.293 11.766
C 10.120 13.882 11.333
H 11.431 15.297 13.526
H 9.858 16.097 13.689
H 11.030 15.823 11.424
H 9.246 15.809 11.418
H 11.071 13.349 11.319
H 9.626 13.618 10.398
O 17.255 15.525 14.885
C 18.263 14.897 14.704
O 18.451 13.695 15.247
C 19.736 13.119 15.038
C 20.517 14.190 14.333
C 19.471 15.171 13.809
H 19.397 12.291 14.415
H 20.178 12.833 15.993
H 21.109 13.651 13.594
H 21.151 14.823 14.953
H 18.978 14.954 12.861
H 19.813 16.205 13.851
O 20.770 12.816 18.936
C 19.763 13.518 18.848
O 18.547 13.021 19.105
C 17.603 14.114 19.257
C 18.466 15.339 19.241
C 19.691 14.951 18.510
H 16.941 13.942 20.107
H 17.019 14.246 18.346
H 18.484 15.518 20.316
H 17.954 16.165 18.747
H 20.576 15.483 18.858
H 19.537 14.970 17.431
O 7.677 17.976 15.074
C 8.706 18.477 15.508
O 9.791 17.723 15.807
C 10.816 18.541 16.269
C 10.106 19.820 16.737
C 8.954 19.907 15.800
H 11.492 18.802 15.455
H 11.270 18.001 17.099
H 10.710 20.727 16.712
H 9.607 19.671 17.695
H 9.224 20.488 14.918
H 8.125 20.505 16.177
O 12.097 17.207 9.509
C 13.315 17.001 9.553
O 13.784 15.823 10.090
C 15.194 15.882 10.164
C 15.580 16.921 9.163
C 14.494 17.928 9.186
H 15.607 14.906 9.906
H 15.461 16.096 11.199
H 15.690 16.509 8.160
H 16.563 17.318 9.419
H 14.332 18.438 8.236
H 14.626 18.580 10.049
*
```

Results of the Löwdin charge analysis, in e, for atoms 1 through 99: atom 1 (V): 0.85, atom 2 (C): -0.05, atom 3 (C): -0.55, atom 4 (C): -0.05, atom 5 (O): -0.32, atom 6 (H): 0.05, atom 7 (H): 0.04, atom 8 (H): 0.07, atom 9 (H): 0.10, atom 10 (H): 0.05, atom 11 (H): 0.07, atom 12 (H): 0.04, atom 13 (C): 0.01, atom 14 (C): -0.77, atom 15 (O): -0.07, atom 16 (O): -0.04, atom 17 (H): 0.06, atom 18 (H): 0.07, atom 19 (H): 0.07, atom 20 (C): -0.20, atom 21 (S): 0.96, atom 22 (O): -0.63, atom 23 (C): -0.22, atom 24 (H): 0.03, atom 25 (H): 0.05, atom 26 (H): 0.05, atom 27 (H): 0.04, atom 28 (H): 0.04, atom 29 (H): 0.06, atom 30 (C): -0.25, atom 31 (S): 0.86, atom 32 (O): -0.59, atom 33 (C): -0.24, atom 34 (H): 0.03, atom 35 (H): 0.06, atom 36 (H): 0.03, atom 37 (H): 0.02, atom 38 (H): 0.03, atom 39 (H): 0.04, atom 40 (C): -0.25, atom 41 (S): 0.90, atom 42 (O): -0.59, atom 43 (C): -0.22, atom 44 (H): 0.04, atom 45 (H): 0.02, atom 46 (H): 0.05, atom 47 (H): 0.05, atom 48 (H): 0.05, atom 49 (H): 0.03, atom 50 (C): -0.24, atom 51 (S): 0.97, atom 52 (O): -0.63, atom 53 (C): -0.22, atom 54 (H): 0.04, atom 55 (H): 0.05, atom 56 (H): 0.02, atom 57 (H): 0.03, atom 58 (H): 0.05, atom 59 (H): 0.04, atom 60 (C): -0.22, atom 61 (S): 0.93, atom 62 (O): -0.60, atom 63 (C): -0.22, atom 64 (H): 0.04, atom 65 (H): 0.06, atom 66 (H): 0.03, atom 67 (H): 0.06, atom 68 (H): 0.06, atom 69 (H): 0.06, atom 70 (C): -0.27, atom 71 (S): 0.86, atom 72 (O): -0.57, atom 73 (C): -0.23, atom 74 (H): 0.03, atom 75 (H): 0.05, atom 76 (H): 0.02, atom 77 (H): 0.04, atom 78 (H): -0.01, atom 79 (H): 0.04, atom 80 (C): -0.03, atom 81 (O): -0.07, atom 82 (C): -0.48, atom 83 (O): 0.10, atom 84 (O): -0.03, atom 85 (C): -0.04, atom 86 (H): 0.10, atom 87 (H): 0.10, atom 88 (H): 0.09, atom 89 (H): 0.10, atom 90 (H): 0.08, atom 91 (H): 0.08, atom 92 (C): 0.02, atom 93 (O): -0.04, atom 94 (C): -0.61, atom 95 (O): 0.09, atom 96 (O): -0.01, atom 97 (C): -0.03, atom 98 (H): 0.08, atom 99 (H): 0.09

No. 4
The following is a quantum chemistry calculation of C29H32Cl4IrN5O4Si as an isolated structure at a distorted geometry, from OMol25.

Results
* electronic energy: -107031.88432 eV
* HOMO energy (spin up / spin down): -9.67 / -10.37 eV

```
! RIJCOSX wB97M-V def2-TZVPD def2/J DEFGRID3
* xyz 1 2
Ir 0.195 -0.022 -0.163
O -0.375 0.952 2.018
C 0.600 0.870 3.047
C 1.530 -0.283 2.800
C 2.361 -0.729 3.819
C 3.246 -1.756 3.555
C 3.280 -2.311 2.281
C 2.422 -1.808 1.326
N 1.566 -0.819 1.591
H -0.588 1.877 1.854
H 0.105 0.734 4.007
H 1.194 1.784 3.098
H 2.313 -0.271 4.800
H 3.906 -2.122 4.332
H 3.957 -3.118 2.037
H 2.401 -2.191 0.312
Cl -3.708 3.927 -4.551
C -3.181 2.748 -3.434
C -4.129 1.762 -2.944
Cl -5.738 1.798 -3.511
C -3.750 0.822 -2.038
Cl -4.844 -0.353 -1.428
C -2.411 0.801 -1.545
O -2.001 0.005 -0.682
C -1.442 1.766 -2.061
O -0.272 1.698 -1.641
C -1.889 2.743 -3.012
Cl -0.742 3.887 -3.568
N 2.862 -3.000 -3.848
C 1.626 -3.102 -4.367
N 1.472 -3.715 -5.543
N 0.547 -2.638 -3.774
C 0.565 -2.038 -2.625
N 0.504 -1.538 -1.583
H 3.678 -3.249 -4.378
H 2.996 -2.433 -3.027
H 2.242 -4.132 -6.033
H 0.540 -3.838 -5.896
C 5.469 1.716 -1.990
Si 4.575 2.358 -0.488
C 5.555 2.004 1.056
C 4.218 4.174 -0.658
C 2.979 1.459 -0.368
C 1.906 0.892 -0.328
H 6.429 2.229 -2.119
H 4.871 1.879 -2.892
H 5.666 0.643 -1.899
H 6.531 2.501 1.021
H 5.727 0.930 1.176
H 5.027 2.363 1.946
H 5.144 4.748 -0.767
H 3.687 4.551 0.221
H 3.593 4.362 -1.535
C -4.351 -6.694 3.710
C -3.659 -5.464 3.191
C -2.492 -5.558 2.441
C -1.854 -4.439 1.926
C -0.589 -4.645 1.132
C -2.416 -3.168 2.178
C -1.837 -1.940 1.656
O -0.829 -1.854 0.961
C -3.597 -3.055 2.949
C -4.237 -1.717 3.263
C -4.191 -4.202 3.439
H -3.724 -7.579 3.608
H -5.275 -6.867 3.153
H -4.622 -6.576 4.761
H -2.064 -6.537 2.252
H -0.350 -5.707 1.087
H 0.249 -4.114 1.586
H -0.688 -4.258 0.117
H -2.367 -1.013 1.911
H -4.486 -1.162 2.357
H -3.581 -1.093 3.873
H -5.159 -1.869 3.820
H -5.098 -4.120 4.031
*
```

Want to see where the charge sits? The Löwdin charges in e are: atom 1 (Ir): 1.40, atom 2 (O): -0.10, atom 3 (C): -0.14, atom 4 (C): -0.24, atom 5 (C): 0.00, atom 6 (C): -0.03, atom 7 (C): -0.03, atom 8 (C): -0.11, atom 9 (N): 0.01, atom 10 (H): 0.12, atom 11 (H): 0.14, atom 12 (H): 0.14, atom 13 (H): 0.13, atom 14 (H): 0.12, atom 15 (H): 0.11, atom 16 (H): 0.11, atom 17 (Cl): 0.72, atom 18 (C): -0.69, atom 19 (C): -0.69, atom 20 (Cl): 0.72, atom 21 (C): -0.62, atom 22 (Cl): 0.73, atom 23 (C): -0.38, atom 24 (O): -0.12, atom 25 (C): -0.37, atom 26 (O): -0.08, atom 27 (C): -0.63, atom 28 (Cl): 0.74, atom 29 (N): 0.20, atom 30 (C): -0.48, atom 31 (N): 0.19, atom 32 (N): 0.14, atom 33 (C): -0.25, atom 34 (N): 0.08, atom 35 (H): 0.12, atom 36 (H): 0.11, atom 37 (H): 0.12, atom 38 (H): 0.13, atom 39 (C): -0.19, atom 40 (Si): 0.39, atom 41 (C): -0.19, atom 42 (C): -0.18, atom 43 (C): -0.17, atom 44 (C): -0.29, atom 45 (H): 0.04, atom 46 (H): 0.03, atom 47 (H): 0.03, atom 48 (H): 0.04, atom 49 (H): 0.03, atom 50 (H): 0.03, atom 51 (H): 0.04, atom 52 (H): 0.03, atom 53 (H): 0.04, atom 54 (C): -0.04, atom 55 (C): -0.24, atom 56 (C): 0.00, atom 57 (C): -0.17, atom 58 (C): -0.03, atom 59 (C): -0.10, atom 60 (C): -0.16, atom 61 (O): -0.11, atom 62 (C): -0.19, atom 63 (C): -0.04, atom 64 (C): 0.00, atom 65 (H): 0.08, atom 66 (H): 0.09, atom 67 (H): 0.09, atom 68 (H): 0.12, atom 69 (H): 0.08, atom 70 (H): 0.08, atom 71 (H): 0.08, atom 72 (H): 0.11, atom 73 (H): 0.08, atom 74 (H): 0.09, atom 75 (H): 0.08, atom 76 (H): 0.12